No. 1
111
Properties=species:S:1:pos:R:3 method="wB97M-V/def2-TZVPD" spin_multiplicity=5 energy_ha=-5556.72414 charge=+4 e_homo_ha="-0.6474 / -0.6753"
Pt -0.03687 -0.20494 -0.04148
Ge 0.14222 1.03604 2.59670
P 0.13091 1.95576 -0.95336
P 2.24368 -0.82060 0.36151
P -2.17367 -0.84274 0.82691
F 0.79383 1.65732 4.14069
O -0.34596 -2.48255 -1.08557
C 3.59879 1.49006 0.89501
C -3.35504 4.29749 -2.96550
C 0.30821 3.15174 0.36373
C 2.72826 -2.33683 -1.84699
C -4.34385 0.83343 0.29443
C 2.32125 -1.08893 2.15779
C 3.05268 -4.71862 -1.86286
C 2.46921 0.98924 -4.08366
C -3.62776 -0.83856 3.13124
C -3.14422 -0.03608 -1.62765
C -2.38634 3.23395 -1.07130
C 2.62997 -3.59354 0.22223
C -2.23897 3.82998 -3.75645
C -3.27597 0.10402 -0.23717
C 1.30970 -0.56119 2.99403
C 4.72390 0.01838 -0.66744
C -1.96026 -3.44735 1.57019
C -0.61846 -2.84019 -2.46680
C -2.45456 -0.37507 2.52663
C 1.24366 -0.92902 4.39649
C -3.12418 0.45659 5.09046
C 1.47293 1.01243 -3.12116
C 2.58302 -2.37179 -0.45501
C 2.87383 -4.76176 -0.48579
C 0.39825 5.18427 2.25382
C -1.59115 0.48457 3.21889
C 3.61113 0.32350 0.11745
C 0.36780 4.50095 -0.02924
C 2.97227 -3.50840 -2.54411
C 3.49736 1.92427 -4.03036
C 0.29810 2.80493 1.72470
C -1.93756 0.89390 4.50909
C 2.29373 -1.58225 4.97416
C 1.49745 1.98192 -2.10912
C 3.53069 2.87388 -3.01758
C -3.62779 -3.02569 -0.14048
C 3.39630 -1.68954 2.75206
C 0.34467 3.85020 2.65579
C 5.81566 2.00992 0.13818
C 4.69922 2.32451 0.90993
C -3.96110 -0.41781 4.40944
C 3.38481 -1.95281 4.16743
C -0.69142 -4.33811 -2.62255
C -1.24744 2.76931 -1.86072
C -3.97033 -4.37165 -0.11948
C -2.30259 -4.78372 1.57902
C 5.82337 0.86891 -0.64931
C -3.41766 3.99510 -1.63647
C -5.30887 1.35015 -0.55991
C -1.19170 3.07628 -3.18845
C 2.53281 2.90949 -2.05235
C -3.31102 -5.24658 0.73199
C -4.10624 0.49467 -2.47271
C 0.42165 5.51636 0.91139
C -2.62824 -2.56034 0.71435
C -5.19874 1.16972 -1.93535
H 6.68543 2.65410 0.16082
H 2.65982 -1.39538 -2.38162
H 3.10688 -3.48154 -3.61821
H -4.28462 -1.52107 2.60508
H 0.43341 5.96210 3.00615
H 2.29069 -1.81344 6.03140
H -4.45359 0.95295 1.36521
H 0.34656 3.63653 3.71180
H 3.25240 -5.63275 -2.40762
H -4.02930 0.34928 -3.54340
H 4.21695 -2.48892 4.60988
H -2.20573 4.07884 -4.81142
H -1.18943 -3.08108 2.24285
H 0.29167 -4.79657 -2.49419
H 6.69685 0.62305 -1.23931
H -4.87023 -0.77549 4.87368
H 4.69900 3.21144 1.53078
H -3.38678 0.78942 6.08619
H -4.16363 -2.35226 -0.79677
H 0.15972 -2.40806 -3.09991
H -5.97450 1.54737 -2.59025
H 0.38843 4.75939 -1.08265
H -6.16492 1.86931 -0.14725
H 0.48130 6.54997 0.59771
H 4.27313 1.91476 -4.78539
H -1.38651 -4.76806 -1.89696
H 4.26794 -1.96434 2.16672
H 2.56808 3.65793 -1.27186
H 4.76495 -0.88631 -1.25601
H 0.39984 -0.62029 4.99966
H -0.35144 2.77553 -3.79987
H 2.74000 1.74023 1.50735
H 2.93726 -5.70604 0.03930
H -2.31231 -0.59504 -2.04048
H -1.28087 1.54544 5.06892
H -4.12953 4.88932 -3.43812
H 0.09958 -3.22906 -0.66439
H -1.04885 -4.59399 -3.62045
H -3.58871 -6.29285 0.74927
H -1.80274 -5.47018 2.24970
H 4.33041 3.60211 -2.98525
H 0.66824 0.28123 -3.16136
H 2.48238 -3.64851 1.29377
H 2.44229 0.25518 -4.87908
H -2.41717 2.99982 -0.01428
H -4.23845 4.34490 -1.02518
H -4.76313 -4.73296 -0.76143
H -1.57415 -2.38270 -2.72296



No. 2
113
Properties=species:S:1:pos:R:3 method="wB97M-V/def2-TZVPD" spin_multiplicity=4 energy_ha=-6972.27852 de_lowest_kcal_mol=0.0 charge=+2 e_homo_ha="-0.4819 / -0.4972"
As -0.58581 -2.66524 -0.52977
V 0.93869 0.46609 0.11752
S 3.40483 -0.97920 0.08197
S 2.27729 2.42161 0.65760
P -0.04738 2.06385 -1.45036
P -0.12135 0.98580 2.22393
O 3.74174 2.36734 0.79149
O -0.29285 -1.06632 -0.12066
C 0.48939 2.14568 -4.23533
C -0.19432 -1.87684 -4.57452
C 1.82562 0.66604 -2.88826
C 1.87758 -5.67728 2.05491
C 1.25315 1.81516 -5.34292
C 0.47059 2.62131 2.77551
C -3.35995 -2.25368 -1.07765
C 0.52333 -3.97660 -2.88862
C -5.17688 -3.21723 0.16456
C 2.70103 4.87385 -0.50656
C 0.43144 -2.10715 4.84748
C 0.43352 -3.00419 -5.08827
C 1.86409 3.77043 -0.45634
C -1.91426 0.87707 2.41145
C -2.52669 3.17444 -0.96771
C 1.92798 -0.00772 3.81528
C -4.71993 -2.39823 -0.86191
C 1.09787 5.96307 -1.93300
C 2.51105 -0.90928 4.69293
C -4.53922 2.63455 -2.16402
C 2.00362 -4.31367 2.27907
C 0.29867 4.83071 -1.92495
C -0.15660 -1.21185 3.96553
C 0.24423 -5.26149 0.34206
C -3.82155 1.78375 -2.99315
C 5.08261 -0.32901 -0.01281
C -1.79928 2.32685 -1.80361
C 1.61354 3.14366 2.17060
C 3.60674 -2.55290 -0.77567
C -4.27608 -3.88491 0.98146
C 1.75392 4.88735 3.80164
C 0.38877 -3.89141 0.55866
C 2.60189 0.34950 -3.99430
C 0.58534 -0.14629 3.45866
C 0.79497 -4.04849 -4.24783
C -0.11103 -2.84988 -2.37726
C -3.89055 3.33109 -1.15266
C 0.57161 4.43014 4.37243
C 0.68913 3.70747 -1.20112
C -0.05426 3.30018 3.87519
C 0.99174 -6.15300 1.09390
C 1.76019 -1.95373 5.21669
C -3.92493 0.89223 3.74047
C -2.91149 -3.74127 0.77388
C -0.46700 -1.79998 -3.21927
C -4.68384 0.69426 2.59187
C 2.31216 5.97247 -1.25638
C 2.27419 4.24868 2.69139
C -4.06209 0.56757 1.36016
C -2.45884 -2.93147 -0.25951
C 2.31326 0.92326 -5.22246
C -2.54645 0.97693 3.65469
C 1.25232 -3.41404 1.53593
C 0.76793 1.56721 -2.99734
C -2.45335 1.63012 -2.81706
C -2.67968 0.65546 1.26860
H 3.64467 4.86391 0.02325
H 2.46366 -6.37649 2.63684
H -3.00943 -1.61714 -1.88060
H 1.28934 -4.92240 -4.65052
H -4.63398 -4.51920 1.78142
H 0.78900 6.83339 -2.49684
H 1.34457 -2.35183 1.72549
H -2.02775 3.71457 -0.17036
H 3.54763 -0.78628 4.97822
H -4.64832 0.39518 0.46647
H 0.14925 4.94546 5.22480
H -5.42581 -1.87963 -1.49759
H 4.09452 -2.39235 -1.73608
H 5.07189 0.66049 0.43312
H 2.08385 0.17958 -1.94500
H -4.32402 1.25072 -3.79019
H 2.91466 0.68218 -6.08920
H 2.21080 -2.64548 5.91661
H -0.93821 -0.91654 -2.80777
H 2.95361 6.84200 -1.30754
H -5.76144 0.62510 2.66543
H -0.95379 2.94073 4.35307
H -1.19343 -1.34083 3.68028
H 5.39914 -0.26193 -1.05198
H -0.45546 -5.63714 -0.39685
H -0.46265 -1.05631 -5.22794
H -0.15364 -2.92311 5.25184
H -2.20950 -4.25255 1.42307
H 4.19685 -3.23404 -0.16575
H 3.42449 -0.34752 -3.89500
H 2.62341 -2.98599 -0.94443
H 2.52240 0.81347 3.42891
H 3.19221 4.59655 2.23739
H -5.60342 2.76295 -2.31230
H 0.82247 -4.79123 -2.24053
H -4.40978 0.96935 4.70473
H -0.61770 4.80951 -2.50242
H 0.64514 -3.06852 -6.14768
H -1.89683 0.98242 -3.48332
H 1.03257 2.26538 -6.30220
H -2.19414 0.52602 0.31168
H 5.74643 -0.98722 0.54335
H 2.68321 -3.94239 3.03503
H 2.26245 5.74674 4.21737
H -1.96353 1.08527 4.56083
H -0.32007 2.85948 -4.33418
H -6.24029 -3.33687 0.32476
H 0.88263 -7.21698 0.93310
H -4.44805 3.99671 -0.50704



No. 3
118
Properties=species:S:1:pos:R:3 method="wB97M-V/def2-TZVPD" spin_multiplicity=6 energy_ha=-9168.50747 charge=+1 e_homo_ha="-0.2963 / -0.3672"
Te -2.78703 2.01278 -0.96478
Sb 3.09916 -1.18055 1.14281
Br -0.91038 -5.02110 7.27816
Co -0.89761 -0.76530 1.19049
Cl -4.46715 -1.63335 0.42823
Cl -0.17698 -6.06364 -0.44152
Cl 0.78750 -3.24357 0.13677
Cl -3.20577 -6.71436 -0.60514
Cl -5.28754 -4.46219 -0.23965
O -2.39163 -0.19447 2.60088
N -2.18492 0.52978 0.57245
N 0.31595 -1.00518 2.85627
N 0.59304 0.79139 0.84949
C 4.97422 -3.34999 2.26916
C 6.07255 0.18892 -1.69689
C -0.16667 -1.49871 5.22947
C 5.18076 1.42837 4.70517
C 1.06426 3.02214 0.08216
C -0.31306 -4.19916 4.62135
C -3.21366 -1.70302 -3.22324
C -1.73958 6.93857 -4.90273
C -3.61514 -4.09119 -0.06246
C 5.41139 -0.34618 -0.60054
C 3.99552 -3.90227 0.12239
C 0.71625 1.71521 -0.12808
C 0.05054 -1.91129 3.91345
C -2.63328 -0.65716 -2.52386
C -1.83484 5.75935 -3.97140
C -2.69227 -5.11449 -0.25804
C 5.34985 0.69070 -2.77352
C 4.01806 -0.36267 -0.58949
C -0.96703 -3.50931 0.12314
C 4.02699 -0.07475 2.68439
C 0.76293 0.21607 3.14825
C -5.58850 1.83706 -2.69804
C -5.09756 -2.79227 -4.48472
C 4.59190 0.20357 5.00518
C 4.59208 1.16181 2.38595
C -2.43484 4.86222 -1.79306
C -1.03553 2.05912 -4.02394
C 4.72957 -5.07720 0.09339
C -5.21012 -0.45210 -3.55263
C 3.29206 0.11920 -1.67091
C 5.70566 -4.53046 2.22723
C 4.00304 -0.54572 3.99889
C -2.91866 5.12987 -0.38510
C 1.30279 3.44568 1.41526
C -2.10976 3.57968 -2.26975
C -4.50368 -1.62635 -3.74086
C -4.68990 0.62605 -2.83810
C -1.54526 3.38421 -3.53257
C 1.21067 2.54006 2.42755
C -0.02750 -3.27232 3.63167
C -0.51761 -3.76728 5.91991
C -1.82606 -2.45756 0.40262
C 3.96293 0.64882 -2.76654
C -0.44545 -2.42040 6.22817
C -3.39699 0.50682 -2.31424
C -1.34113 -4.81787 -0.17907
C 4.12459 -3.03745 1.20995
C 5.57844 -5.39295 1.14757
C -1.20130 -0.84726 -2.08260
C -1.44217 4.49176 -4.37209
C -2.30366 5.92708 -2.67050
C 5.17917 1.90621 3.40237
C -2.78486 0.65644 1.76199
C -3.18234 -2.79783 0.26270
C 0.86317 1.19377 2.14338
C -3.84853 1.65123 2.13493
H -1.13930 7.73727 -4.46333
H 0.54467 1.36498 -1.14000
H -0.62136 -2.08793 7.24241
H -1.03272 -1.88112 -1.78666
H -2.73224 7.34875 -5.09909
H 0.15255 -3.61297 2.62348
H -0.16659 -0.44591 5.48138
H 5.98171 -0.74598 0.23092
H -6.21797 -0.36825 -3.94825
H -4.24350 1.35640 3.10461
H 4.63735 -5.74648 -0.75207
H 3.52159 -1.48657 4.24475
H -2.31740 4.60254 0.35827
H 3.34650 -3.66173 -0.71124
H -3.96008 4.82736 -0.25183
H -2.63940 -2.61543 -3.36173
H 1.15222 3.70053 -0.75589
H 6.14450 -6.31536 1.12518
H 6.37376 -4.77387 3.04353
H -0.67720 1.45822 -3.19587
H 1.08776 0.47619 4.15124
H 5.63765 2.01351 5.49347
H -5.14862 -3.67233 -3.84021
H -4.48138 -3.05312 -5.34677
H -5.77942 2.27602 -3.67907
H 4.58466 -0.16401 6.02369
H -0.94128 -0.21437 -1.23569
H -6.55059 1.54326 -2.27566
H -1.29448 6.65871 -5.85674
H 5.87286 1.10766 -3.62465
H 7.15492 0.20954 -1.71072
H 1.55962 4.47749 1.62217
H -0.37605 -5.25204 4.38237
H -2.85191 6.19406 -0.16337
H -1.02300 4.35281 -5.36365
H -6.10338 -2.56942 -4.83791
H -0.52013 -0.63120 -2.90926
H -3.43005 2.65703 2.21088
H -4.65562 1.66590 1.40237
H 4.58745 1.54493 1.37234
H 2.21140 0.06336 -1.67395
H -0.21070 2.20957 -4.72134
H -1.81390 1.49218 -4.53984
H 5.09224 -2.68138 3.11056
H -5.17699 2.62167 -2.06838
H 5.62941 2.86391 3.17296
H 3.40214 1.02165 -3.61465
H 1.37790 2.82659 3.46015
H -2.56673 6.92234 -2.32603